A structure of composition C57H33Br3O8 at a distorted geometry. Source: the OMol25 dataset; level of theory: ωB97M-V with the def2-TZVPD basis set.

Element x y z (Å)
Br (-26.0635, -9.8739, 5.0055)
Br (-28.0110, -11.9517, 3.2568)
Br (-27.4315, -9.0859, 2.0517)
O (-17.5275, -18.2143, 9.9380)
O (-22.4324, -18.0987, 7.5119)
O (-17.2510, 0.7598, -2.5995)
O (-27.8779, -17.2257, 14.1041)
O (-29.1909, -0.3297, 4.9795)
O (-28.5043, -12.4732, 11.6199)
O (-32.3568, 0.9497, 9.2085)
O (-20.5788, 1.3411, 1.4339)
C (-30.2684, 1.4722, 6.2140)
C (-27.8937, -12.4064, 14.3245)
C (-30.9000, -1.4435, 9.3337)
C (-30.8214, -0.6264, 8.1775)
C (-30.0165, -0.9557, 7.0518)
C (-19.1604, -19.4132, 8.4873)
C (-28.4264, -13.5223, 12.1907)
C (-20.4485, -19.3359, 7.8907)
C (-19.8720, -2.4408, -1.7031)
C (-21.0138, -14.7279, 9.5227)
C (-30.0956, 3.8368, 6.0240)
C (-30.7148, 4.1038, 7.1359)
C (-18.8321, -0.2779, -1.1912)
C (-18.5578, -18.2138, 9.2828)
C (-17.7482, 2.0461, -0.7070)
C (-20.6613, -16.9373, 8.5461)
C (-17.2782, 4.1076, 1.1435)
C (-31.2182, 3.0927, 7.8532)
C (-20.7520, -1.0020, 0.0446)
C (-27.3242, -14.8436, 15.5926)
C (-28.0013, -13.5789, 13.6287)
C (-29.4313, -15.9210, 9.4415)
C (-29.7284, 2.5733, 5.5791)
C (-19.7517, 1.2432, 0.6336)
C (-29.1388, -14.8083, 10.1576)
C (-28.7567, -17.2911, 11.3335)
C (-28.7095, -14.8641, 11.4814)
C (-18.9760, -21.8082, 8.0143)
C (-16.4745, 3.9349, -0.0029)
C (-17.9036, 0.8366, -1.5834)
C (-18.8926, -1.5356, -1.8722)
C (-20.3474, -21.7199, 7.5836)
C (-19.8033, -14.8521, 10.1903)
C (-27.5956, -9.9788, 3.7596)
C (-28.5178, -16.1096, 12.1096)
C (-16.7000, 2.9512, -0.9005)
C (-29.2502, -17.1376, 10.0159)
C (-18.3647, 3.1889, 1.2921)
C (-27.8436, -14.8426, 14.3063)
C (-19.3728, -17.0365, 9.1862)
C (-19.7306, 0.0052, -0.2348)
C (-29.4800, -2.1907, 7.0118)
C (-30.3249, -2.7031, 9.2272)
C (-27.1764, -13.6009, 16.2720)
C (-29.8227, 0.0857, 5.9606)
C (-27.5363, -12.4065, 15.7103)
C (-29.6956, -3.1104, 8.0790)
C (-20.8689, -2.1982, -0.7319)
C (-31.0854, 1.8056, 7.3585)
C (-18.9567, -15.9744, 9.9871)
C (-21.0026, -20.5646, 7.4509)
C (-28.0684, -16.1535, 13.5650)
C (-31.5335, 0.6851, 8.2722)
C (-21.2853, -18.0551, 7.8644)
C (-18.4362, -20.6514, 8.5127)
C (-21.4213, -15.7385, 8.7016)
C (-18.5919, 2.1758, 0.4318)
H (-26.8443, -13.6564, 17.2981)
H (-19.4980, -14.1015, 10.9044)
H (-17.5238, -20.6171, 9.0896)
H (-19.1039, 3.2804, 2.0741)
H (-28.4319, -9.4338, 4.1975)
H (-26.9925, -15.7363, 16.1019)
H (-21.4770, -3.0668, -0.5264)
H (-27.5694, -11.4525, 16.2154)
H (-22.3441, -15.7114, 8.1412)
H (-31.5319, 3.4375, 8.8275)
H (-30.3885, -3.3629, 10.0798)
H (-16.0560, 2.7668, -1.7476)
H (-28.9449, 2.4123, 4.8534)
H (-28.5413, -18.2692, 11.7376)
H (-29.8585, -15.7568, 8.4632)
H (-18.0108, -15.8116, 10.4822)
H (-31.5410, -1.2044, 10.1694)
H (-28.7296, -2.3665, 6.2551)
H (-17.0866, 4.9652, 1.7713)
H (-27.9633, -11.4227, 13.8841)
H (-29.2825, -13.8515, 9.6777)
H (-29.5682, 4.6630, 5.5706)
H (-29.3341, -4.1268, 8.1316)
H (-15.5973, 4.5542, -0.1189)
H (-21.9291, -20.6085, 6.8976)
H (-29.2700, -18.0029, 9.3699)
H (-21.5180, -0.7138, 0.7493)
H (-19.8912, -3.4322, -2.1311)
H (-18.4098, -22.7200, 8.1339)
H (-20.8758, -22.6213, 7.3105)
H (-18.1127, -1.8382, -2.5552)
H (-21.4508, -13.7547, 9.6910)
H (-30.7692, 5.1654, 7.3267)

M = 1085.595 g/mol
ΔE to the lowest compared entry with this formula, charge and spin = 0.0 kcal/mol
frontier orbital gap = 8.29 eV
total charge = 0

A structure of composition C57H41GeIN10OZr at a distorted geometry. Source: the OMol25 dataset; level of theory: ωB97M-V with the def2-TZVPD basis set.

Element x y z (Å)
I (1.8502, -3.2394, -0.7936)
Zr (0.5366, -0.8187, 0.0734)
Ge (0.1293, -2.2598, 2.8680)
O (-3.6972, 4.0673, -11.1394)
N (-0.2177, 1.1432, -0.7754)
N (4.6798, 4.2856, 6.5335)
N (-1.6280, 2.6068, -5.2575)
N (2.2584, 0.0540, -0.8010)
N (-1.4919, -0.0885, 1.8817)
N (-2.4867, 0.6236, -5.7379)
N (1.3253, 0.4488, 1.6091)
N (-2.8890, 2.1443, 2.9466)
N (-0.9923, -1.3275, -1.4650)
N (4.8541, 0.8345, -1.5745)
C (-4.5088, 3.3365, -12.0520)
C (-2.6757, 2.4192, -7.4820)
C (5.2915, 3.3154, 5.8443)
C (1.8568, -1.3027, 5.0335)
C (-3.4001, 3.4742, -9.9642)
C (1.8313, -1.8109, 3.7300)
C (3.3955, 4.5100, 6.2366)
C (-1.6368, 1.8644, 3.2534)
C (3.0473, -2.0082, 3.0665)
C (-2.7044, 4.2570, -9.0437)
C (3.3377, 2.8015, 4.5572)
C (-1.9519, 0.5098, -4.4746)
C (-0.8107, 2.0220, -2.9438)
C (-0.7549, -3.2789, 5.4578)
C (3.2665, 1.7158, 2.3395)
C (-1.4962, -2.5366, -1.6868)
C (-0.8518, 0.8388, 2.7145)
C (4.4312, 1.0006, -0.3570)
C (1.2713, 1.6547, 3.6700)
C (1.3561, -4.9320, 2.6016)
C (-1.1702, -2.6002, 4.3096)
C (-3.4616, -2.7780, 5.0777)
C (-3.7317, 2.1618, -9.6470)
C (-1.8778, -0.5978, -3.5699)
C (0.2939, -6.8259, 1.5517)
C (-2.3487, 3.7339, -7.8215)
C (-3.3649, 1.6494, -8.4053)
C (4.6710, 2.5563, 4.8649)
C (0.1735, 2.3703, -0.4250)
C (-1.4306, 1.7395, -4.2088)
C (-2.5332, -2.3562, 4.1299)
C (-1.2010, -0.3489, -2.3652)
C (4.2555, -1.7290, 3.6985)
C (-2.2065, -2.8469, -2.8352)
C (0.2832, -4.1158, 2.2559)
C (4.2648, -1.2367, 4.9990)
C (3.9401, 0.3032, -2.4688)
C (2.7080, -0.0868, -2.1032)
C (2.6919, 3.8028, 5.2740)
C (1.3641, -6.2786, 2.2485)
C (-1.0797, -1.3520, 1.5485)
C (-2.2626, 1.9082, -6.1636)
C (-0.8059, -4.6846, 1.5865)
C (-0.7988, -6.0274, 1.2279)
C (0.1370, 3.4497, -1.2954)
C (3.0652, -1.0183, 5.6652)
C (-1.6816, -3.7010, 6.4047)
C (-2.3782, -1.8794, -3.7928)
C (-0.7189, 0.9730, -2.0271)
C (-3.0370, -3.4510, 6.2161)
C (-3.3718, 1.3962, 1.9258)
C (-2.7165, 0.3504, 1.3677)
C (0.6274, 0.9444, 2.7191)
C (-0.3468, 3.2817, -2.5699)
C (2.6122, 0.9338, 1.3649)
C (2.6398, 2.0232, 3.5056)
C (3.1236, 0.6713, 0.0858)
H (6.3304, 3.1284, 6.1000)
H (2.9053, 5.3009, 6.7963)
H (4.2735, 0.1805, -3.4937)
H (0.3061, -7.8734, 1.2704)
H (1.6550, 4.0469, 5.0710)
H (2.2024, -4.5202, 3.1372)
H (2.2129, -6.9017, 2.5157)
H (-1.3439, -4.2282, 7.2899)
H (0.5316, 2.4890, 0.5836)
H (-3.7586, -3.7853, 6.9516)
H (-2.5790, -3.8525, -2.9777)
H (-4.7278, 4.0127, -12.8693)
H (-4.5170, -2.5820, 4.9240)
H (5.1872, -1.8970, 3.1714)
H (-4.2620, 1.5315, -10.3489)
H (-1.1597, 2.5367, 3.9611)
H (5.2062, -1.0210, 5.4920)
H (4.2666, 2.0891, 2.1460)
H (-2.9653, -0.0919, -6.2497)
H (3.0677, -0.6196, 6.6767)
H (-1.8077, 4.3378, -7.1010)
H (5.2117, 1.7615, 4.3589)
H (-3.1235, -0.2832, 0.5976)
H (3.0604, -2.3850, 2.0499)
H (5.1442, 1.4141, 0.3526)
H (-1.6501, -6.4564, 0.7048)
H (-1.2992, -3.2761, -0.9247)
H (-5.4435, 3.0176, -11.5865)
H (0.7502, 1.9245, 4.5817)
H (-0.3951, 4.1004, -3.2786)
H (0.4860, 4.4157, -0.9498)
H (-1.6673, -4.0692, 1.3495)
H (-2.4528, 5.2773, -9.3156)
H (0.2977, -3.5032, 5.6101)
H (-3.9798, 2.4638, -12.4399)
H (-2.9036, -2.1139, -4.7165)
H (-2.8788, -1.8375, 3.2413)
H (2.0333, -0.5506, -2.8025)
H (0.9253, -1.1197, 5.5610)
H (-3.6373, 0.6209, -8.1843)
H (-4.3538, 1.6586, 1.5469)

M = 1172.762 g/mol
frontier orbital gap = 4.15 eV
total charge = 0

A structure of composition C57H44Br2O11S at a distorted geometry. Source: the OMol25 dataset; level of theory: ωB97M-V with the def2-TZVPD basis set.

Element x y z (Å)
Br (2.1583, 5.6558, 0.7978)
Br (1.3455, 7.6695, 3.1828)
S (2.4179, 2.1004, 1.1127)
O (3.4339, 2.6849, 0.3260)
O (4.5303, -6.2864, 0.5264)
O (2.6778, 0.7906, 1.5724)
O (4.7404, -9.3029, 4.4741)
O (-3.1710, 0.8629, 0.8863)
O (-5.5729, 6.0874, -5.0600)
O (-6.1630, 6.9034, -10.3104)
O (1.0796, 2.2471, 0.2366)
O (1.9831, 3.1303, 2.2624)
O (0.5797, -2.9638, -0.8716)
O (8.2070, -6.1619, 7.0657)
C (1.2176, -5.1722, -0.3636)
C (-4.4523, 2.4275, -0.5464)
C (5.4738, -2.2728, -0.1670)
C (-3.3211, 6.9289, -6.4889)
C (5.5486, -8.5958, 5.0407)
C (4.9711, -6.6549, 3.6030)
C (-9.2885, 5.2604, -6.7833)
C (-2.8673, 1.9028, 3.0116)
C (-3.6090, 7.2748, -9.2340)
C (-6.1038, 3.8658, 0.3008)
C (-6.0553, 4.6272, -0.8335)
C (-0.0739, -5.6601, -0.5175)
C (-0.0308, 2.6661, 1.0521)
C (-9.4533, 5.5088, -8.1423)
C (3.9085, -4.0936, -0.0606)
C (0.6115, 5.8346, 3.2583)
C (5.9669, -4.4936, 3.9536)
C (-5.3104, 2.7559, 0.4727)
C (5.1021, -5.3232, 3.2475)
C (6.4036, -9.1417, 6.1315)
C (-6.0214, 6.6891, -9.1245)
C (-0.8455, 1.4513, 1.5338)
C (0.6371, 5.0921, 1.8867)
C (-0.3282, -7.0107, -0.3452)
C (6.6001, -6.3393, 5.3542)
C (7.3220, -8.3257, 6.7947)
C (1.4824, -3.7236, -0.5847)
C (-0.8463, 5.9786, 3.7731)
C (8.0296, -10.2026, 8.1170)
C (3.6387, -5.5359, 0.1802)
C (-3.5067, 1.2371, -0.4369)
C (-7.1618, 6.2120, -8.2944)
C (7.4392, -6.8796, 6.4575)
C (1.9942, -7.3973, 0.1492)
C (8.1367, -8.8628, 7.7840)
C (0.7074, -7.8806, -0.0186)
C (-2.3790, 7.4821, -8.6322)
C (6.2904, -10.4823, 6.4786)
C (-2.3627, 1.8198, 1.5364)
C (5.2026, -3.6073, 0.0900)
C (0.5970, 3.5544, 2.1389)
C (-4.3969, 3.1838, -1.6926)
C (-2.2373, 7.3177, -7.2579)
C (2.8805, -3.2306, -0.4513)
C (-8.3927, 5.9831, -8.8962)
C (-5.1954, 4.2940, -1.8532)
C (-4.5534, 6.7035, -7.0902)
C (7.1011, -11.0112, 7.4688)
C (3.1605, -1.8970, -0.7143)
C (4.4537, -1.4216, -0.5769)
C (6.7152, -5.0000, 5.0042)
C (5.7131, -7.1670, 4.6590)
C (-5.6992, 6.2467, -6.2578)
C (2.2539, -6.0423, -0.0176)
C (-7.0013, 5.9809, -6.9266)
C (-8.0673, 5.4999, -6.1761)
C (-4.7012, 6.8910, -8.4663)
H (-1.0383, 5.1937, 4.5097)
H (8.6688, -10.6200, 8.8845)
H (-3.7210, 7.4075, -10.3017)
H (5.5715, -11.1112, 5.9710)
H (-1.3346, -7.3895, -0.4690)
H (2.7988, -8.0735, 0.4064)
H (-4.0146, 0.3714, -0.8792)
H (8.8562, -8.2332, 8.2901)
H (4.2949, -7.2974, 3.0558)
H (-2.7230, 2.8977, 3.4362)
H (-0.5595, 3.3708, 0.4003)
H (-1.5276, 7.7744, -9.2332)
H (-3.2101, 6.7962, -5.4211)
H (0.5081, -8.9370, 0.1070)
H (-7.9403, 5.3097, -5.1187)
H (4.5324, -4.9277, 2.4266)
H (7.3920, -4.3566, 5.5502)
H (-3.6923, 2.8922, -2.4689)
H (-8.5190, 6.1719, -9.9537)
H (-10.4106, 5.3274, -8.6137)
H (-6.7782, 4.1790, 1.0944)
H (-2.6223, 1.4247, -1.0646)
H (-0.6103, 0.5784, 0.9248)
H (-5.0851, 4.8714, -2.7722)
H (4.6715, -0.3823, -0.7871)
H (-0.5362, 1.3057, 2.5731)
H (5.9959, -4.2732, 0.4041)
H (1.2209, 5.3316, 4.0094)
H (6.4817, -1.8951, -0.0527)
H (7.0140, -12.0568, 7.7353)
H (-2.3797, 1.1075, 3.5807)
H (-0.2566, 5.3939, 1.3342)
H (-5.3354, 2.1717, 1.3830)
H (-1.0128, 6.9693, 4.1897)
H (2.3684, -1.2313, -1.0294)
H (-0.8779, -4.9841, -0.7756)
H (0.2066, 3.4692, 3.1601)
H (-6.6716, 5.5115, -0.9623)
H (-10.1162, 4.8810, -6.1980)
H (-1.5539, 5.8898, 2.9412)
H (-3.9249, 1.6334, 2.9784)
H (6.0604, -3.4502, 3.6783)
H (-1.2771, 7.4889, -6.7884)
H (-2.4571, 2.8374, 1.1359)

M = 1096.843 g/mol
frontier orbital gap = 8.34 eV
total charge = 0

A structure of composition C57H44CdN4O3P2. Source: the OMol25 dataset; level of theory: ωB97M-V with the def2-TZVPD basis set.

Element x y z (Å)
Cd (0.4724, -1.3382, -0.9605)
P (-2.8227, 0.5790, -1.1566)
P (2.5677, 0.4165, 0.1146)
O (2.9848, -3.4284, -3.6117)
O (-0.6851, -3.4851, 2.5252)
O (0.4702, 1.0657, 1.8157)
N (-0.7758, -0.4564, 0.7217)
N (1.6990, -2.9164, -1.7427)
N (-0.0565, -1.5745, -3.3410)
N (0.5491, -2.7864, 0.6738)
C (-4.5624, -0.8582, 0.5826)
C (-3.9694, 3.5860, 1.4705)
C (-0.6024, 0.9749, 0.9075)
C (3.5023, -5.6800, -0.0019)
C (3.2306, 1.2253, -2.4247)
C (1.8352, -4.7420, 1.4535)
C (5.1413, 1.0189, -0.9819)
C (-5.2932, 0.4440, -2.5765)
C (-5.0432, -2.0177, 1.1764)
C (0.8890, -2.3533, -3.8916)
C (2.4918, 1.9701, 1.1188)
C (3.4785, -0.7305, 1.1952)
C (-0.9983, -0.7740, 3.1592)
C (3.7655, 0.9061, -1.1774)
C (-3.9279, 2.3835, -2.9482)
C (1.2575, 2.1756, 1.7516)
C (3.1774, -4.7542, -0.9856)
C (-5.9402, 2.0785, -4.2243)
C (-1.1223, -1.2536, -4.0752)
C (-1.5787, 0.3503, 3.5803)
C (4.0468, 1.6775, -3.4522)
C (4.9244, -2.6358, 1.4731)
C (-0.7829, -1.2086, 1.7742)
C (-2.9135, 1.7598, 0.2577)
C (0.7987, -2.7901, -5.2066)
C (-1.7835, 2.8190, 2.4074)
C (-3.5771, -0.9246, -0.4005)
C (-0.4678, 3.4064, 4.4821)
C (-0.5263, 3.6222, 2.9555)
C (1.9353, 4.2426, 2.5910)
C (-3.5781, -3.3334, -0.1974)
C (4.3206, -1.6975, 0.6490)
C (-3.9034, 2.6561, 0.3618)
C (3.2105, -0.7432, 2.5626)
C (-0.3126, -2.4561, -5.9584)
C (-2.2576, 1.3925, 2.7670)
C (2.0166, -2.9354, -3.0382)
C (-4.8098, 2.8282, -3.9186)
C (-1.3023, -1.6762, -5.3790)
C (-4.1642, 1.1921, -2.2537)
C (5.4120, 1.8021, -3.2424)
C (-0.7955, 5.1290, 2.6682)
C (1.4884, -3.8038, 0.4837)
C (2.8408, -5.6697, 1.2153)
C (3.8006, -1.6967, 3.3782)
C (-4.5471, -3.2562, 0.7919)
C (2.1733, -3.8101, -0.7707)
C (0.8832, 3.3379, 2.3947)
C (4.6646, -2.6367, 2.8349)
C (-1.8693, 1.6900, 1.3486)
C (3.4759, 2.9301, 1.2693)
C (-3.0955, -2.1740, -0.7865)
C (3.1993, 4.0380, 2.0602)
C (-6.1780, 0.8899, -3.5527)
C (5.9581, 1.4620, -2.0113)
C (-2.9994, 3.6826, 2.3766)
C (-0.3246, -2.6780, 1.6690)
H (-6.6336, 2.4255, -4.9798)
H (-3.0418, 2.9651, -2.7138)
H (7.0278, 1.5350, -1.8567)
H (2.1649, 1.1082, -2.5920)
H (-4.6795, 2.7093, -0.3893)
H (-3.1148, 4.4040, 3.1737)
H (-1.6985, 0.4750, 4.6534)
H (4.4458, 2.8184, 0.8020)
H (3.5776, -1.7118, 4.4377)
H (-0.2761, 1.3921, -0.0493)
H (-4.9545, 0.1036, 0.8888)
H (-5.7969, -1.9510, 1.9518)
H (5.5810, -3.3821, 1.0452)
H (-0.6791, -1.4962, 3.8996)
H (-7.0553, 0.3006, -3.7900)
H (5.1226, -3.3821, 3.4736)
H (-2.1967, -1.3949, -5.9175)
H (5.5759, 0.7432, -0.0283)
H (3.6201, 1.9198, -4.4173)
H (4.4951, -1.7302, -0.4198)
H (-1.4545, 5.5649, 3.4183)
H (-1.4679, 3.4764, 4.9188)
H (6.0520, 2.1603, -4.0387)
H (-0.4123, -2.8049, -6.9788)
H (0.1193, 5.7091, 2.6793)
H (3.6897, -4.7525, -1.9363)
H (1.3000, -4.7307, 2.3922)
H (-3.1850, -4.2973, -0.4949)
H (-0.0579, 2.4222, 4.7117)
H (3.9741, 4.7690, 2.2562)
H (2.5361, -0.0091, 2.9890)
H (-1.8620, -0.6207, -3.6022)
H (-1.2519, 5.2635, 1.6874)
H (-4.9098, -4.1570, 1.2703)
H (0.1686, 4.1615, 4.9484)
H (-3.3234, 1.3726, 2.9732)
H (3.0967, -6.3919, 1.9820)
H (1.6007, -3.4035, -5.5915)
H (-4.8343, 4.2342, 1.5479)
H (4.2792, -6.4116, -0.1932)
H (-5.4861, -0.4911, -2.0653)
H (-2.3257, -2.2494, -1.5463)
H (-4.6118, 3.7515, -4.4486)
H (1.7874, 5.1254, 3.1986)

M = 1007.364 g/mol
frontier orbital gap = 6.23 eV
total charge = 0